# 1
Formula: C5H10N2O
Source: the OMol25 dataset
Level of theory: ωB97M-V/def2-TZVPD

Last column: natural (NBO) charge in e.
CARTESIAN COORDINATES (ANGSTROEM)
C  -2.19891  1.13133  0.65429  -0.513
C  -1.39242  0.33695  0.01645  0.302
O  -1.05440  -0.03216  -1.53728  -0.526
C  -0.38155  -0.57208  -0.47202  0.358
C  -0.46144  -2.05565  -0.19933  -0.638
N  0.93050  0.02406  -0.15368  -0.323
C  1.30644  1.29749  -0.72541  -0.428
N  1.53387  -0.40141  1.04219  -0.650
H  -2.03826  1.36941  1.69452  0.234
H  -3.07270  1.54208  0.16900  0.233
H  0.21475  -2.56746  -0.88238  0.223
H  -1.47976  -2.39420  -0.37849  0.222
H  -0.16955  -2.27504  0.82455  0.241
H  2.37164  1.26947  -0.97168  0.191
H  1.12067  2.11943  -0.02131  0.162
H  0.75026  1.47694  -1.64192  0.234
H  1.51125  0.34938  1.73283  0.329
H  2.50958  -0.61857  0.84966  0.349

SMILES string: C=C1O[C@@]1(C)N(C)N

---

# 2
Formula: C5H10N2O
Source: the OMol25 dataset
Level of theory: ωB97M-V/def2-TZVPD

Last column: natural (NBO) charge in e.
CARTESIAN COORDINATES (ANGSTROEM)
C  1.23597  0.53761  2.10217  -0.624
C  0.14929  -0.20123  1.40236  -0.465
C  -0.41999  0.49513  0.15381  0.210
N  -0.74438  -0.06758  -0.90592  -0.461
C  -1.01042  0.64619  -2.12923  -0.446
H  1.83565  1.22230  1.56840  0.212
H  1.91073  -0.12130  2.61600  0.227
H  0.92799  1.18467  2.89672  0.210
H  -0.71706  -0.07552  2.11537  0.222
H  0.36595  -1.25018  1.31868  0.228
H  -0.53253  1.54904  0.50421  0.152
H  -0.15345  0.46640  -2.83635  0.224
H  -1.13642  1.75957  -2.14219  0.195
H  -2.04603  0.14500  -2.46933  0.218
N  -0.20192  -2.57393  -1.80895  -0.782
C  0.37087  -3.48882  -1.32346  0.803
O  0.88107  -4.54167  -1.23958  -0.557
H  -0.43452  -1.54097  -1.46965  0.433

SMILES string: CC/C=N/C.N=C=O

---

Number 1: LUMO 0.0347 hartree, total energy -10370.7296 eV. Number 2: LUMO 0.0231 hartree, total energy -10373.2288 eV.